Molecular formula: C37H41InN5O2S3Sb
Method: DFT, ωB97M-V/def2-TZVPD

The calculation puts the total energy at -94801.5990 eV. The LUMO energy (alpha / beta) comes out at 1.7367 / 1.5031 eV. The highest occupied orbital energy (alpha / beta) is -0.1516 / -0.1702 Ha. The value obtained for the energy above the lowest of the compared OMol25 structures with the same formula, charge and spin is 0.000 eV. The value obtained for the gap between HOMO and LUMO (alpha / beta) is 5.86 / 6.13 eV.

```
! RIJCOSX wB97M-V def2-TZVPD def2/J DEFGRID3
* xyz -1 2
In -0.20 0.14 -0.09
C 5.81 5.28 -0.77
O 5.21 5.20 0.51
C 5.53 4.12 1.28
C 6.49 3.18 0.95
C 6.70 2.10 1.80
C 5.94 1.93 2.94
C 5.00 2.90 3.28
C 4.81 4.00 2.47
N 6.22 0.82 3.80
N 5.32 0.05 4.17
C 4.02 0.11 3.57
C 2.93 0.36 4.37
C 1.63 0.47 3.86
C 1.38 0.26 2.51
O 0.19 0.37 1.99
C 2.50 -0.09 1.69
N 2.21 -0.34 0.39
C 3.15 -0.76 -0.42
C 4.47 -0.94 0.01
C 4.80 -0.65 1.31
C 3.81 -0.19 2.20
H 5.38 6.15 -1.25
H 5.58 4.39 -1.37
H 6.90 5.40 -0.70
H 7.07 3.26 0.04
H 7.47 1.37 1.57
H 4.41 2.79 4.18
H 4.08 4.75 2.71
H 3.10 0.52 5.43
H 0.80 0.71 4.51
H 2.86 -0.96 -1.45
H 5.21 -1.31 -0.69
H 5.81 -0.80 1.66
C 3.34 2.68 -0.92
C 2.36 3.63 -0.22
C 1.89 3.09 1.13
C 1.17 4.05 -1.06
C 0.95 5.41 -1.23
C -0.15 5.89 -1.92
C -1.06 5.00 -2.46
C -0.89 3.62 -2.31
C -1.92 2.69 -2.92
C -3.34 3.02 -2.47
C -1.83 2.68 -4.45
C 0.24 3.16 -1.63
N 0.45 1.74 -1.56
C 0.79 1.15 -2.67
C 0.86 -0.25 -2.80
C 1.27 -1.05 -3.88
C 1.10 -2.36 -3.47
C 0.56 -2.32 -2.16
N 0.43 -1.06 -1.77
C 0.20 -3.51 -1.30
C 1.46 -4.35 -1.07
C -0.85 -4.35 -2.05
C -0.37 -3.08 0.05
H 4.19 2.48 -0.27
H 3.71 3.12 -1.85
H 2.89 1.72 -1.16
H 2.92 4.54 -0.02
H 1.17 2.28 1.01
H 1.38 3.88 1.69
H 2.72 2.72 1.72
H 1.66 6.11 -0.79
H -0.29 6.96 -2.04
H -1.92 5.37 -2.99
H -1.72 1.67 -2.59
H -3.66 4.00 -2.82
H -3.41 3.00 -1.38
H -4.02 2.27 -2.87
H -2.10 3.66 -4.86
H -2.51 1.93 -4.85
H -0.82 2.44 -4.80
H 1.03 1.76 -3.55
H 1.64 -0.69 -4.83
H 1.29 -3.25 -4.05
H 1.90 -4.67 -2.01
H 1.22 -5.24 -0.48
H 2.22 -3.78 -0.52
H -0.45 -4.71 -3.00
H -1.75 -3.76 -2.24
H -1.13 -5.21 -1.44
H 0.37 -2.51 0.63
H -0.62 -3.97 0.64
H -1.30 -2.52 -0.06
S -3.91 -3.06 -0.58
Sb -3.70 -0.97 -1.48
S -2.59 -0.76 -3.46
S -2.55 0.38 0.23
*
```